(1)
This record from the OMol25 dataset describes a gas-phase ion, C5H11N2 (charge +1). The level of theory is ωB97M-V with the def2-TZVPD basis set.

**LUMO**: -0.1859 Ha
**Maximum force**: 5.51 eV/Å
**HOMO-LUMO gap**: 8.48 eV
**E_tot**: -8333.434 eV
**Highest occupied orbital energy**: -13.54 eV
**SMILES**: C=[NH+]/C=C\CCN
**Total charge**: +1
**ΔE to the lowest compared entry with this formula, charge and spin**: 355.5 kJ/mol

Positions of all 18 atoms, in Å:
C: -2.09 1.05 1.43
N: -1.06 0.87 0.69
C: 0.22 1.50 0.71
C: 1.32 0.79 0.24
C: 1.40 -0.21 -0.90
C: 0.18 -1.13 -1.21
N: -0.43 -1.60 0.01
H: -1.82 1.80 2.19
H: -3.19 0.77 1.26
H: -0.99 -0.06 0.33
H: 0.16 2.59 0.69
H: 2.28 1.24 0.55
H: 1.72 0.41 -1.81
H: 2.24 -0.77 -0.74
H: 0.82 -2.00 -1.66
H: -0.32 -1.00 -2.15
H: 0.42 -1.72 0.53
H: -0.85 -2.50 -0.17

=====

(2)
This record from the OMol25 dataset describes a molecular structure, C41H62N2O3PbSe4Si2. The level of theory is ωB97M-V with the def2-TZVPD basis set.

**LUMO (alpha / beta)**: 0.0875 / 0.0930 Ha
**Maximum force**: 1.27 eV/Å
**HOMO-LUMO gap (alpha / beta)**: 3.61 / 3.80 eV
**E_tot**: -335039.238 eV
**Highest occupied orbital energy (alpha / beta)**: -1.23 / -1.27 eV
**Total charge**: -2

Positions of all 115 atoms, in Å:
Pb: 1.69 -1.98 -0.90
C: 1.26 3.70 4.89
C: 0.48 3.50 3.58
C: -0.98 3.20 3.94
C: 0.49 4.80 2.76
C: 1.11 2.41 2.73
C: 0.46 1.27 2.34
C: 0.99 0.38 1.39
N: 0.40 -0.72 0.89
C: -0.84 -1.20 1.11
C: -1.95 -0.51 1.64
C: -3.13 -1.14 1.95
C: -3.24 -2.51 1.69
C: -2.25 -3.23 1.06
C: -1.02 -2.58 0.71
O: -0.11 -3.21 0.09
C: -2.41 -4.70 0.72
C: -2.26 -4.89 -0.79
C: -1.32 -5.50 1.44
C: -3.79 -5.26 1.12
C: -4.29 -0.34 2.52
C: -5.54 -1.19 2.74
C: -3.89 0.27 3.88
C: -4.65 0.78 1.53
C: 2.35 0.61 0.92
O: 2.89 -0.16 0.07
C: 3.07 1.74 1.43
C: 2.43 2.62 2.27
C: 4.51 1.93 1.00
C: 4.56 2.05 -0.53
C: 5.14 3.20 1.58
C: 5.34 0.71 1.45
H: 0.85 4.53 5.46
H: 1.21 2.80 5.50
H: 2.31 3.91 4.68
H: -1.41 4.03 4.51
H: -1.57 3.06 3.04
H: -1.06 2.30 4.56
H: -0.04 5.60 3.28
H: 1.51 5.13 2.56
H: 0.01 4.62 1.80
H: -0.49 1.03 2.79
H: -1.88 0.56 1.74
H: -4.15 -3.02 1.95
H: -1.27 -4.60 -1.11
H: -2.43 -5.94 -1.06
H: -2.99 -4.27 -1.32
H: -0.35 -5.10 1.18
H: -1.45 -5.45 2.52
H: -1.36 -6.55 1.14
H: -4.58 -4.70 0.62
H: -3.86 -6.29 0.79
H: -3.94 -5.23 2.19
H: -5.36 -1.97 3.48
H: -6.36 -0.57 3.10
H: -5.86 -1.65 1.81
H: -3.67 -0.53 4.59
H: -3.01 0.89 3.79
H: -4.71 0.87 4.28
H: -4.89 0.34 0.57
H: -5.51 1.36 1.88
H: -3.82 1.46 1.38
H: 2.94 3.51 2.60
H: 3.91 2.85 -0.87
H: 5.58 2.25 -0.87
H: 4.22 1.12 -0.98
H: 4.59 4.08 1.24
H: 5.15 3.19 2.67
H: 6.17 3.29 1.23
H: 4.89 -0.19 1.05
H: 6.36 0.79 1.08
H: 5.36 0.63 2.54
C: -1.83 -0.18 -5.43
Si: -0.66 -0.84 -4.04
C: 0.51 -2.03 -4.98
C: -1.83 -1.87 -2.93
C: 0.19 0.63 -3.25
C: 1.61 0.66 -3.32
C: 2.32 1.86 -3.59
C: 3.67 1.81 -3.82
C: 4.34 0.58 -3.76
C: 3.59 -0.53 -3.41
N: 2.29 -0.50 -3.19
Si: -0.72 2.00 -2.40
C: -1.48 3.42 -3.48
C: 0.40 2.90 -1.13
C: -2.25 1.34 -1.45
H: -2.27 -0.99 -6.00
H: -1.29 0.46 -6.12
H: -2.64 0.41 -5.01
H: -0.04 -2.78 -5.54
H: 1.18 -2.54 -4.29
H: 1.13 -1.48 -5.68
H: -2.11 -2.80 -3.41
H: -2.74 -1.33 -2.70
H: -1.36 -2.11 -1.98
H: 1.77 2.78 -3.68
H: 4.21 2.72 -4.06
H: 5.40 0.52 -3.95
H: 4.05 -1.50 -3.29
H: -0.74 3.96 -4.06
H: -2.01 4.15 -2.86
H: -2.20 3.01 -4.19
H: 1.07 3.61 -1.61
H: 1.02 2.17 -0.63
H: -0.16 3.43 -0.37
H: -3.05 1.05 -2.12
H: -2.65 2.08 -0.77
H: -1.99 0.46 -0.86
Se: 3.20 -3.29 0.97
Se: 5.18 -3.78 -0.14
Se: 4.76 -5.63 -1.53
Se: 4.16 -4.80 -3.57
O: 1.30 -5.03 -2.55
C: 2.08 -4.19 -2.42

=====

> E_tot of number 1 (C5H11N2)?

-8333.434 eV